(1)
The following is a quantum chemistry calculation of C36H27BBrF4GaN8PS as an isolated structure, from the Open Molecules 2025 dataset.

Structure (ORCA input):
```
! RIJCOSX wB97M-V def2-TZVPD def2/J DEFGRID3
* xyz 2 2
Br 2.316 1.223 -1.990
Ga 0.348 -0.034 -0.358
S 2.445 -0.020 1.121
P -0.030 2.298 0.254
F 4.899 5.411 -0.654
F 2.961 6.516 0.738
F 4.626 3.190 -1.989
F 0.581 5.101 1.146
N -2.030 -3.727 -1.461
N -0.853 -0.139 -1.971
N -0.928 -0.925 0.747
N -1.837 -4.991 -1.067
N 0.373 -2.892 -1.073
N -1.205 -1.469 -2.249
N -1.606 -1.967 0.197
N 1.142 -1.794 -1.158
C 4.531 -1.469 2.020
C -0.870 0.479 -3.110
C -2.317 -1.724 2.277
C 2.325 -2.173 -1.593
C 1.568 4.626 0.269
C -1.443 -1.591 -3.570
C 3.574 3.548 -1.280
C 0.617 2.498 2.956
C 4.408 -3.796 2.495
C -2.927 -5.675 -1.311
C 1.073 -4.001 -1.443
C -3.271 -3.617 -1.941
C -2.062 2.526 3.771
C -1.019 2.371 4.721
C 2.289 -3.551 -1.845
C 3.026 -3.801 2.055
C -1.256 3.874 -1.690
C -2.364 4.391 -2.342
C -2.481 -2.459 1.086
C 3.111 -1.469 1.631
C 2.695 5.375 0.084
C 3.739 4.801 -0.673
C 2.326 -2.689 1.664
C -2.699 2.259 -0.586
C 0.315 2.361 4.313
C 2.460 2.839 -1.024
C 5.131 -2.521 2.454
C -1.726 2.655 2.451
C -1.420 2.827 -0.757
C -1.343 -0.792 2.020
C -3.927 -4.841 -1.830
C -3.782 2.717 -1.352
C -3.605 3.857 -2.108
C 1.442 3.320 -0.173
C -0.411 2.601 2.011
C -1.165 -0.364 -4.159
B -1.089 -2.610 -1.149
H 1.217 -2.667 1.358
H -3.728 -2.692 -2.335
H -2.216 5.212 -3.066
H 6.138 -2.626 2.748
H -0.897 -0.008 2.642
H 4.933 -4.680 2.927
H -4.890 -5.082 -2.264
H -0.633 1.551 -3.119
H 3.131 -4.103 -2.325
H 1.035 2.230 5.059
H 3.034 -1.439 -1.800
H 4.910 -0.460 2.036
H -4.473 4.159 -2.584
H -3.222 -3.250 0.912
H -0.322 4.376 -1.675
H 2.557 -4.816 2.176
H -2.521 2.766 1.741
H -2.829 1.425 0.118
H -2.831 -6.725 -1.087
H -1.549 0.043 -5.091
H -1.870 -2.521 -3.913
H -2.868 -1.826 3.213
H -1.324 2.304 5.768
H 0.662 -5.059 -1.511
H 1.687 2.517 2.685
H -4.716 2.192 -1.265
H -3.070 2.614 4.078
*
```

Summary:
- E: -203766.625 eV
- HOMO level (alpha / beta): -13.75 / -13.75 eV
- Relative energy (zero: lowest compared OMol25 entry of this formula, charge and spin): 0.0 kJ/mol
- Expectation value of S²: 0.787

Here are the Löwdin charges for atoms 1 to 5, given in e: 1.0217, 0.1009, 0.8372, 1.0834, 0.1914

***

(2)
The following is a quantum chemistry calculation of the molecule C6H14N2O, from the Open Molecules 2025 dataset.

Structure (ORCA input):
```
! RIJCOSX wB97M-V def2-TZVPD def2/J DEFGRID3
* xyz 0 1
O 1.096 -1.526 -0.885
N 2.189 0.348 0.094
N 1.401 0.884 -1.068
C -0.481 -0.062 0.310
C 2.075 -2.232 -0.194
C 0.954 -0.271 -0.452
C -2.836 0.586 -0.336
C -1.400 0.707 -0.688
C -0.367 0.800 1.520
H -1.264 0.471 -1.669
H 2.644 -1.479 0.484
H 1.961 0.714 -1.909
H 0.261 1.655 1.332
H -2.974 0.340 0.674
H 2.896 -2.460 -0.869
H 2.148 1.013 0.818
H 1.671 -3.085 0.347
H -0.815 -1.011 0.702
H -3.373 -0.200 -0.918
H -3.237 1.512 -0.689
H -1.378 1.227 1.735
H -1.124 1.781 -0.730
H -0.048 0.288 2.390
*
```

Summary:
- E: -11473.245 eV
- HOMO level: -9.44 eV
- Relative energy (zero: lowest compared OMol25 entry of this formula, charge and spin): 436.6 kJ/mol

Here are the Löwdin charges for atoms 1 to 5, given in e: -0.0567, 0.0633, 0.1009, -0.2367, -0.1025

***

(3)
The following is a quantum chemistry calculation of CH3N4Si as an isolated structure, from the Open Molecules 2025 dataset.

Structure (ORCA input):
```
! RIJCOSX wB97M-V def2-TZVPD def2/J DEFGRID3
* xyz -1 1
Si -0.378 0.092 0.097
N -1.710 -1.179 0.218
N -2.884 -0.917 0.143
N -4.002 -0.843 0.009
N -2.320 2.477 -0.306
C -1.577 1.632 -0.076
H -0.127 0.202 1.583
H 0.803 -0.736 -0.216
H -0.437 0.473 -1.647
*
```

Summary:
- E: -14922.048 eV
- HOMO level: -3.96 eV
- Relative energy (zero: lowest compared OMol25 entry of this formula, charge and spin): 159.7 kJ/mol

Here are the Löwdin charges for atoms 1 to 5, given in e: 0.1705, -0.1072, -0.3864, 0.1198, -0.0213

***

Look up the relative energy (zero: lowest compared OMol25 entry of this formula, charge and spin) of the first one. 0.0 kJ/mol

***

relative energy (zero: lowest compared OMol25 entry of this formula, charge and spin) of number 1 (C36H27BBrF4GaN8PS)? 0.0 kJ/mol